--- w ---
The molecule C11H11FN2, computed with wB97M-V/def2-TZVPD.

Results
E_LUMO = 0.467 eV
SMILES = Fc1ccc(CCn2ccnc2)cc1
Orbital gap = 0.33246 Eh

```
25
Properties=species:S:1:pos:R:3:nbo_charge:R:1
F -4.15 -1.82 0.53 -0.330
C -3.27 -0.96 -0.13 0.395
C -3.30 0.52 0.24 -0.221
C -2.10 1.24 0.22 -0.243
C -0.95 0.68 -0.47 -0.021
C 0.28 1.62 -0.42 -0.447
C 1.24 1.32 0.71 -0.207
N 1.98 0.13 0.49 -0.369
C 2.89 -0.12 -0.51 -0.123
C 3.13 -1.55 -0.57 -0.109
N 2.60 -2.15 0.63 -0.454
C 1.89 -1.11 1.13 0.172
C -0.89 -0.72 -0.81 -0.215
C -2.12 -1.38 -0.70 -0.305
H -4.15 1.04 0.66 0.218
H -2.10 2.04 0.97 0.231
H 0.75 1.70 -1.44 0.234
H -0.19 2.73 -0.40 0.229
H 0.70 0.97 1.68 0.215
H 2.01 2.02 0.95 0.220
H 3.29 0.71 -1.12 0.217
H 3.83 -2.05 -1.44 0.226
H 1.03 -1.11 1.89 0.194
H -0.01 -1.24 -1.33 0.257
H -2.39 -2.50 -0.76 0.237
```

***

--- x ---
A structure of composition C11H11FN2, computed with wB97M-V/def2-TZVPD.

Results
E_LUMO = 0.727 eV
Orbital gap = 0.32252 Eh

```
25
Properties=species:S:1:pos:R:3:nbo_charge:R:1
C -3.36 0.48 -0.68 -0.217
C -3.28 0.12 0.67 -0.206
C -2.31 0.16 -1.51 -0.215
C 3.54 -0.09 -0.65 -0.274
C -2.03 -0.45 1.20 -0.173
C -1.14 -0.34 -1.01 -0.180
C 2.69 -1.14 -0.29 -0.363
C 2.94 1.12 -0.36 -0.136
C -1.04 -0.84 0.27 -0.133
C 1.54 -0.54 0.20 0.137
C 0.05 -1.61 0.81 0.286
N 1.69 0.79 0.20 -0.237
N 0.84 1.66 0.82 -0.632
F 0.25 -2.76 0.16 -0.332
H -4.27 1.03 -0.96 0.217
H -4.11 0.30 1.30 0.209
H -2.45 0.58 -2.56 0.218
H 4.56 -0.10 -1.11 0.221
H -2.06 -0.75 2.32 0.218
H -0.29 -0.47 -1.74 0.233
H 2.72 -2.20 -0.49 0.233
H 3.26 2.15 -0.40 0.211
H 0.22 -1.66 1.87 0.193
H 0.74 2.58 0.15 0.364
H 1.29 1.98 1.78 0.356
```

***

w has the most favorable energy; the next structure is 0.0053 hartree above.

***

--- w ---
A cluster of 2 separate species, C2H5N3O3 in total, computed with wB97M-V/def2-TZVPD.

Results
E_LUMO = 0.208 eV
Orbital gap = 0.37313 Eh

```
13
Properties=species:S:1:pos:R:3:nbo_charge:R:1
C -0.40 1.34 -0.70 0.738
C 0.89 -1.39 1.24 0.534
H -1.81 -1.11 -0.70 0.471
H -1.24 0.49 -2.33 0.377
H -0.02 1.53 1.44 0.392
H 2.16 0.39 0.26 0.326
H -0.18 -1.34 1.66 0.095
N -0.88 0.29 -1.33 -0.309
N 0.04 0.75 0.59 -0.527
N 0.90 -0.27 0.46 -0.415
O -0.90 -0.97 -0.99 -0.497
O -0.31 2.51 -1.21 -0.624
O 1.74 -2.22 1.61 -0.560
```

***

--- x ---
The molecule C2H5N3O3, computed with wB97M-V/def2-TZVPD.

Results
E_LUMO (spin up / spin down) = -0.087 / 0.174 eV
Orbital gap (spin up / spin down) = 0.28387 / 0.31976 Eh

```
13
Properties=species:S:1:pos:R:3:nbo_charge:R:1
C -0.44 0.15 0.00 -0.240
C 0.21 -1.25 0.21 -0.292
N 0.69 1.07 0.29 0.020
N 1.61 -1.02 -0.40 0.154
N 1.91 0.46 0.19 0.306
O 2.48 -1.86 -0.41 -0.381
O 2.89 1.14 0.04 -0.399
O 0.68 2.34 -0.19 -0.542
H -0.55 0.18 -1.06 0.203
H -1.27 0.30 0.61 0.225
H 0.40 -1.42 1.27 0.221
H -0.15 -1.96 -0.49 0.237
H 1.49 2.53 -0.65 0.488
```

***

w has the most favorable energy; the next structure is 0.0834 hartree above.

***

--- w ---
A cluster of 2 separate species, C2H8N6 in total, computed with wB97M-V/def2-TZVPD.

Results
E_LUMO = 0.794 eV
Orbital gap = 0.34146 Eh

```
16
Properties=species:S:1:pos:R:3:nbo_charge:R:1
C 0.44 1.79 1.76 -0.445
C 1.45 -1.50 -1.39 -0.448
N -3.05 -0.65 -1.08 0.278
N -2.99 -1.46 -1.87 -0.110
N -3.28 0.15 -0.21 -0.575
N 0.78 0.05 0.18 0.018
N -0.09 0.81 0.73 -0.315
N 0.42 -0.82 -0.62 -0.267
H 1.58 1.70 1.77 0.165
H 0.03 2.76 1.58 0.211
H 0.15 1.53 2.76 0.198
H 2.35 -1.35 -0.80 0.158
H 1.42 -2.59 -1.42 0.221
H 1.72 -1.02 -2.31 0.207
H -2.83 0.34 0.61 0.405
H 1.90 0.23 0.31 0.299
```

***

--- x ---
The molecule C2H8N6, computed with wB97M-V/def2-TZVPD.

Results
E_LUMO = 0.747 eV
SMILES = [H]/N=C(\N)NN=C(N)N
Orbital gap = 0.31382 Eh

```
16
Properties=species:S:1:pos:R:3:nbo_charge:R:1
H -2.97 0.10 -2.45 0.342
N -2.57 -0.40 -1.41 -0.787
C -1.47 0.22 -1.17 0.578
N -1.45 1.54 -1.56 -0.872
N -0.33 -0.37 -0.45 -0.498
N 0.95 0.10 -0.32 -0.369
C 1.38 -0.33 0.93 0.521
N 0.60 -1.28 1.63 -0.811
N 2.62 0.09 1.48 -0.802
H -0.67 2.25 -1.25 0.395
H -2.38 2.14 -1.64 0.412
H -0.34 -1.60 -0.15 0.361
H -0.27 -1.40 1.51 0.377
H 0.77 -0.96 2.58 0.389
H 3.29 -0.71 1.56 0.380
H 2.85 0.61 0.72 0.384
```

***

x has the most favorable energy; the next structure is 0.0456 hartree above.

***

--- w ---
The molecule CH2OS2, computed with wB97M-V/def2-TZVPD.

Results
E_LUMO = -1.705 eV
SMILES = O=CSS
Orbital gap = 0.29358 Eh

```
6
Properties=species:S:1:pos:R:3:nbo_charge:R:1
O 1.92 0.01 -1.53 -0.509
C 1.03 -0.21 -0.77 0.239
S 0.03 1.06 -0.09 0.138
S -1.54 -0.36 1.17 -0.142
H 0.74 -1.20 -0.41 0.133
H -2.19 0.70 1.63 0.139
```

***

--- x ---
The molecule CH2OS2, computed with wB97M-V/def2-TZVPD.

Results
E_LUMO = 0.231 eV
SMILES = OC(=S)S
Orbital gap = 0.33866 Eh

```
6
Properties=species:S:1:pos:R:3:nbo_charge:R:1
O -0.35 1.41 -0.05 -0.657
C -0.38 0.08 0.00 0.028
S -1.80 -0.72 -0.04 -0.053
S 1.22 -0.68 -0.05 0.027
H 0.54 1.82 0.08 0.492
H 0.76 -1.91 0.06 0.164
```

***

x has the most favorable energy; the next structure is 0.0272 hartree above.

***

--- w ---
A cluster of 2 separate species, CH6NO in total, computed with wB97M-V/def2-TZVPD.

Results
Spin multiplicity = 2
E_LUMO (spin up / spin down) = 0.997 / 0.945 eV
Orbital gap (spin up / spin down) = 0.23393 / 0.42357 Eh
<S²> = 0.7531

```
9
Properties=species:S:1:pos:R:3:nbo_charge:R:1
C -0.41 0.01 -0.39 -0.305
N -1.43 0.85 -0.66 -0.805
H 0.54 0.47 -0.25 0.176
H -0.50 -1.05 -0.57 0.176
H -2.38 0.51 -0.80 0.374
H -1.38 1.85 -0.59 0.379
H 1.47 -0.96 1.79 0.477
H 2.50 -0.73 0.63 0.471
O 1.59 -0.95 0.84 -0.943
```

***

--- x ---
A cluster of 2 separate species, CH6NO in total, computed with wB97M-V/def2-TZVPD.

Results
Spin multiplicity = 2
E_LUMO (spin up / spin down) = -0.083 / -0.092 eV
Orbital gap (spin up / spin down) = 0.14485 / 0.27025 Eh
<S²> = 0.7534

```
9
Properties=species:S:1:pos:R:3:nbo_charge:R:1
N -0.52 -1.41 0.51 -0.871
H -0.13 -1.67 -0.40 0.456
H -0.78 -2.24 1.06 0.400
H -1.30 -0.77 0.40 0.470
H 0.29 -0.88 0.88 0.492
O 0.18 0.59 -0.33 -0.976
C 0.63 1.79 -0.65 -0.163
H 1.32 2.25 0.06 0.090
H 0.31 2.34 -1.53 0.101
```

***

w has the most favorable energy; the next structure is 0.0539 hartree above.

***

--- w ---
The ion C2H2NO2S with charge -1, computed with wB97M-V/def2-TZVPD.

Results
E_LUMO (spin up / spin down) = 4.169 / 4.169 eV
Orbital gap (spin up / spin down) = 0.28051 / 0.28053 Eh
Net charge = -1

```
8
Properties=species:S:1:pos:R:3:nbo_charge:R:1
C 1.23 -0.28 -0.68 -0.035
C 0.02 -0.68 -0.44 -0.334
N 1.16 -0.65 0.65 -0.672
O -1.29 1.62 -0.23 -1.013
O -2.51 -0.36 0.42 -0.994
S -1.22 0.31 0.49 1.646
H 2.10 -0.16 -1.49 0.185
H 0.50 0.21 1.27 0.218
```

***

--- x ---
A cluster of 2 separate species, C2H2NO2S in total, computed with wB97M-V/def2-TZVPD.

Results
E_LUMO = 3.997 eV
Orbital gap = 0.27533 Eh
Net charge = -1

```
8
Properties=species:S:1:pos:R:3:nbo_charge:R:1
C 0.54 -1.24 -0.49 0.650
C -1.56 1.69 0.96 0.104
N -2.43 1.89 1.68 -0.435
O -0.54 -0.94 -0.04 -0.644
O 1.44 -0.49 -1.03 -0.617
S 1.09 1.20 -1.17 -0.383
H 0.92 -2.30 -0.47 0.068
H -0.74 1.47 0.31 0.258
```

***

x has the most favorable energy; the next structure is 0.1871 hartree above.

***

--- w ---
The molecule C2H3NOS2, computed with wB97M-V/def2-TZVPD.

Results
E_LUMO (spin up / spin down) = -1.316 / -1.315 eV
Orbital gap (spin up / spin down) = 0.28511 / 0.28518 Eh

```
9
Properties=species:S:1:pos:R:3:nbo_charge:R:1
C -1.33 -1.17 -1.49 0.516
C 0.75 0.36 0.67 -0.620
N -1.28 -0.17 -0.67 -0.902
O -0.69 -1.52 -2.43 -0.623
S -0.23 0.99 -0.44 0.950
S 2.09 1.15 1.30 0.179
H -2.12 -1.88 -1.09 0.085
H 0.58 -0.63 1.21 0.277
H 2.27 1.96 0.24 0.137
```

***

--- x ---
The molecule C2H3NOS2, computed with wB97M-V/def2-TZVPD.

Results
E_LUMO = -0.467 eV
SMILES = S=CNOC=S
Orbital gap = 0.31149 Eh

```
9
Properties=species:S:1:pos:R:3:nbo_charge:R:1
S -2.83 -0.49 -0.03 -0.111
C -1.59 0.58 -0.01 -0.093
N -0.34 0.17 0.16 -0.285
O 0.62 1.11 0.00 -0.306
C 1.89 0.75 -0.03 0.051
S 2.50 -0.79 -0.02 -0.102
H -1.64 1.69 -0.16 0.217
H 0.01 -0.74 0.22 0.420
H 2.52 1.63 -0.08 0.208
```

***

--- y ---
The molecule C2H3NOS2, computed with wB97M-V/def2-TZVPD.

Results
E_LUMO (spin up / spin down) = -1.183 / -1.819 eV
Orbital gap (spin up / spin down) = 0.27103 / 0.24272 Eh

```
9
Properties=species:S:1:pos:R:3:nbo_charge:R:1
C -0.30 0.33 0.22 -0.083
C 0.48 -0.84 0.16 -0.378
N -1.50 0.30 -0.25 -0.043
O -1.88 -0.67 -0.92 -0.417
S 2.20 -0.88 0.23 0.432
S 2.60 1.03 -0.18 -0.348
H 0.31 1.31 0.57 0.250
H 0.08 -1.76 0.19 0.222
H -1.99 1.18 -0.02 0.365
```

***

x has the most favorable energy; the next structure is 0.0069 hartree above.

***

--- w ---
A structure of composition C2H3NOS2, computed with wB97M-V/def2-TZVPD.

Results
E_LUMO = 0.624 eV
Orbital gap = 0.33757 Eh

```
9
Properties=species:S:1:pos:R:3:nbo_charge:R:1
C 1.31 -0.89 0.56 0.349
C -0.46 0.10 -0.48 -0.131
N 1.91 0.22 0.57 -0.592
O 0.10 -1.10 -0.08 -0.497
S 1.00 1.33 -0.21 0.417
S -1.95 0.76 0.59 -0.072
H 1.54 -1.79 1.10 0.195
H -0.98 0.20 -1.55 0.229
H -2.46 1.18 -0.50 0.102
```

***

--- x ---
A cluster of 2 separate species, C2H3NOS2 in total, computed with wB97M-V/def2-TZVPD.

Results
E_LUMO (spin up / spin down) = -1.325 / -1.274 eV
Orbital gap (spin up / spin down) = 0.27945 / 0.28108 Eh

```
9
Properties=species:S:1:pos:R:3:nbo_charge:R:1
C -3.16 -0.86 0.35 0.856
C 2.56 1.30 -1.05 -0.653
N -2.37 -1.59 0.89 -0.780
O -3.85 -0.19 -0.28 -0.496
S 2.90 -0.02 -0.09 0.563
S 1.29 -0.94 0.30 -0.350
H 1.51 1.51 -1.01 0.218
H 3.19 2.17 -0.97 0.222
H -2.08 -1.37 1.86 0.420
```

***

x has the most favorable energy; the next structure is 0.0043 hartree above.